Below is the molecule C3H6N2S3, with properties calculated with ωB97M-V with the def2-TZVPD basis set.

- multiplicity = 1
- SMILES = NNC(=S)CC(=S)S
- HOMO-LUMO gap (eV) = 8.0110
- energy (a.u.) = -1421.92266

Last column: natural (NBO) charge in e.
CARTESIAN COORDINATES (ANGSTROEM)
N (-1.5824, 2.1716, 0.2662)  -0.662
N (-1.8787, 0.9045, -0.2149)  -0.438
C (-1.3037, -0.2534, 0.1545)  0.125
S (-2.0263, -1.6564, -0.3126)  -0.133
C (-0.0543, -0.2471, 1.0027)  -0.555
C (1.2611, -0.1044, 0.1640)  -0.309
S (2.1994, -1.4096, -0.0097)  0.090
S (1.7297, 1.4701, -0.3965)  0.104
H (-2.3716, 2.6411, 0.7858)  0.366
H (-1.3841, 2.7694, -0.5867)  0.364
H (-2.6670, 0.7591, -0.9050)  0.394
H (-0.0230, -1.1800, 1.5996)  0.268
H (-0.1551, 0.5008, 1.7588)  0.238
H (0.9651, 2.1396, 0.5625)  0.148


Below is a structure of composition C16H29N4OPb, with properties calculated with ωB97M-V with the def2-TZVPD basis set.

- multiplicity = 1
- HOMO-LUMO gap (eV) = 6.5258
- net charge = +1
- energy (a.u.) = -1113.80114

Last column: natural (NBO) charge in e.
CARTESIAN COORDINATES (ANGSTROEM)
Pb (3.5662, -1.2691, 2.5676)  1.744
O (1.5786, -0.5075, 1.5296)  -1.306
H (0.6530, -0.2915, 1.3034)  0.504
C (-0.5982, 2.2481, -1.0013)  -0.619
C (-2.0111, 2.7030, -0.6864)  -0.386
C (-2.6889, 3.4908, -1.8416)  -0.511
C (-2.2735, 3.1271, -3.2124)  0.272
N (-2.0090, 2.8337, -4.3146)  -0.310
H (-0.1016, 1.7356, -0.1774)  0.188
H (0.0317, 3.1235, -1.1593)  0.214
H (-0.5095, 1.6215, -1.8888)  0.228
H (-2.0403, 3.3364, 0.2002)  0.220
H (-2.6115, 1.7986, -0.5879)  0.200
H (-2.5335, 4.5608, -1.7034)  0.250
H (-3.7756, 3.4212, -1.7930)  0.256
C (-0.4501, -3.9205, -1.6765)  -0.618
C (0.4583, -4.0961, -0.4252)  -0.381
C (0.1065, -3.2913, 0.8215)  -0.535
C (1.0703, -3.3714, 1.9455)  0.466
N (1.8109, -3.4653, 2.8347)  -0.508
H (-0.3525, -4.6947, -2.4375)  0.244
H (-0.2007, -2.9929, -2.1918)  0.226
H (-1.5058, -3.8639, -1.4112)  0.214
H (1.4850, -3.8115, -0.6554)  0.198
H (0.5645, -5.1491, -0.1644)  0.220
H (-0.8970, -3.4761, 1.2048)  0.269
H (0.1488, -2.2541, 0.4891)  0.265
C (-3.1565, 0.7281, 2.5589)  -0.618
C (-1.8484, -0.0076, 2.3030)  -0.373
C (-0.9608, -0.2211, 3.5592)  -0.528
C (-0.6014, 0.8865, 4.4489)  0.275
N (-0.2500, 1.7805, 5.1249)  -0.314
H (-3.7820, 0.2535, 3.3150)  0.222
H (-3.7597, 0.5943, 1.6609)  0.221
H (-2.9691, 1.7842, 2.7527)  0.225
H (-1.2688, 0.5070, 1.5366)  0.189
H (-2.0102, -0.9980, 1.8775)  0.203
H (-0.0315, -0.6587, 3.1945)  0.243
H (-1.3699, -0.9560, 4.2524)  0.251
C (3.3837, 2.0206, -2.1868)  -0.604
C (3.5376, 0.8027, -1.3043)  -0.392
C (2.4038, -0.1575, -1.3522)  -0.501
C (1.9028, -0.5229, -2.6919)  0.262
N (1.5092, -0.7833, -3.7524)  -0.294
H (4.3229, 2.5218, -2.4212)  0.230
H (2.6531, 2.6646, -1.6975)  0.206
H (2.9702, 1.6242, -3.1141)  0.223
H (3.7430, 1.1669, -0.2976)  0.193
H (4.4351, 0.2888, -1.6484)  0.203
H (1.5710, 0.2537, -0.7817)  0.251
H (2.6608, -1.1177, -0.9049)  0.221


Energy above the lowest of the compared OMol25 structures with the same formula, charge and spin? In order: 47.60, 90.93 kcal/mol.